No. 1
A cluster of 2 separate species, CH2O5 in total. Source: OMol25; level of theory: wB97M-V/def2-TZVPD.

## Properties
Energy ... -11299.17873 eV
HOMO energy (spin up / spin down) ... -0.4052 / -0.4017 Eh
Maximum force ... 1.13 eV/Å
Energy above the lowest of the compared OMol25 structures with the same formula, charge and spin ... 64.85 kcal per mole
Gap between HOMO and LUMO (spin up / spin down) ... 0.282 / 0.277 Ha
Spin multiplicity ... 1
LUMO level (spin up / spin down) ... -3.359 / -3.379 eV

XYZ file:
```
8
Properties=species:S:1:pos:R:3:forces:R:3:nbo_charge:R:1
C 0.792416 -0.719328 0.208674 -0.11 -0.02 -0.06 0.9916
O 1.145582 0.339031 0.856547 -0.10 -0.08 -0.22 -0.6324
O 0.108863 -0.305786 -1.176064 -0.03 0.86 0.32 0.0119
H 0.687183 1.114351 0.460444 -0.03 -0.10 0.01 0.5357
H -2.272130 0.190612 0.631692 0.08 0.00 -0.05 0.4419
O 0.941679 -1.868266 0.364864 -0.11 0.42 -0.15 -0.4922
O -1.514156 0.317392 0.034055 0.44 -0.03 -0.26 -0.8006
O 0.110563 0.931995 -1.380213 -0.14 -1.04 0.42 -0.0559
```
Forces are in eV/Å.

***

No. 2
The molecule CH2OS. Source: OMol25; level of theory: wB97M-V/def2-TZVPD.

## Properties
Energy ... -13951.30968 eV
HOMO energy ... -0.3715 Eh
Maximum force ... 3.70 eV/Å
Energy above the lowest of the compared OMol25 structures with the same formula, charge and spin ... 8.33 kcal per mole
Gap between HOMO and LUMO ... 0.396 Ha
Spin multiplicity ... 1
SMILES ... O=CS
LUMO level ... 0.668 eV

XYZ file:
```
5
Properties=species:S:1:pos:R:3:forces:R:3:nbo_charge:R:1
H 1.598510 0.503064 -0.243739 0.34 1.16 -0.14 0.1159
S 1.062478 -0.648976 0.019849 0.10 -2.22 -0.38 -0.0118
O -1.580127 -0.750873 -0.001261 -1.44 -0.87 -0.55 -0.4959
C -0.615518 -0.088666 -0.044820 2.35 2.08 1.96 0.2746
H -0.465341 0.985451 0.269970 -1.34 -0.15 -0.89 0.1171
```
Forces are in eV/Å.

***

No. 3
The molecule CH2OS. Source: OMol25; level of theory: wB97M-V/def2-TZVPD.

## Properties
Energy ... -13951.23192 eV
HOMO energy ... -0.3449 Eh
Maximum force ... 3.63 eV/Å
Energy above the lowest of the compared OMol25 structures with the same formula, charge and spin ... 10.12 kcal per mole
Gap between HOMO and LUMO ... 0.342 Ha
Spin multiplicity ... 1
SMILES ... OC=S
LUMO level ... -0.075 eV

XYZ file:
```
5
Properties=species:S:1:pos:R:3:forces:R:3:nbo_charge:R:1
O -0.627430 -0.207819 -0.824600 0.27 0.94 0.16 -0.6207
H -0.809089 -0.441839 1.117603 -0.64 -0.29 1.23 0.1852
S 1.481215 0.438215 0.574227 -2.88 -0.65 0.25 -0.1869
H 0.097232 0.292034 -1.258236 -0.33 -0.42 -1.17 0.4986
C -0.141928 -0.080591 0.391007 3.58 0.42 -0.46 0.1238
```
Forces are in eV/Å.

***

No. 4
The molecule CH2OS2. Source: OMol25; level of theory: wB97M-V/def2-TZVPD.

## Properties
Energy ... -24784.60361 eV
HOMO energy ... -0.3477 Eh
Maximum force ... 3.92 eV/Å
Energy above the lowest of the compared OMol25 structures with the same formula, charge and spin ... 61.62 kcal per mole
Gap between HOMO and LUMO ... 0.314 Ha
Spin multiplicity ... 1
SMILES ... C=S(=O)=S
LUMO level ... -0.921 eV

XYZ file:
```
6
Properties=species:S:1:pos:R:3:forces:R:3:nbo_charge:R:1
S 0.477766 0.576209 0.009699 -2.77 -2.46 0.25 1.4605
H -0.727599 -1.142385 -1.046404 -0.07 -0.04 -0.92 0.2368
H -0.776609 -1.161025 0.738385 -0.82 -1.23 2.53 0.2179
S 0.768900 1.398772 1.711016 0.12 -0.21 -0.99 -0.2980
C -0.681244 -0.629782 -0.121550 2.66 2.82 -0.58 -0.7592
O 0.938785 0.958210 -1.291146 0.88 1.12 -0.29 -0.8580
```
Forces are in eV/Å.

***

No. 5
A cluster of 2 separate species, CH2P2 in total. Source: OMol25; level of theory: wB97M-V/def2-TZVPD.

## Properties
Energy ... -19641.73881 eV
HOMO energy (spin up / spin down) ... -0.2824 / -0.2823 Eh
Maximum force ... 5.58 eV/Å
Energy above the lowest of the compared OMol25 structures with the same formula, charge and spin ... 81.26 kcal per mole
Gap between HOMO and LUMO (spin up / spin down) ... 0.237 / 0.237 Ha
Spin multiplicity ... 1
LUMO level (spin up / spin down) ... -1.233 / -1.233 eV

XYZ file:
```
5
Properties=species:S:1:pos:R:3:forces:R:3:nbo_charge:R:1
H -0.098365 -0.479020 1.212184 0.68 1.04 -2.29 -0.1271
H -0.091256 0.122962 -0.879685 -1.95 0.35 -1.82 0.2218
P 2.116292 -1.132008 -0.163643 0.13 0.91 -0.66 0.4409
P 2.304717 0.869544 0.098571 0.53 -0.11 -0.33 0.3340
C 0.803454 0.069971 -0.403857 0.61 -2.20 5.09 -0.8695
```
Forces are in eV/Å.